1.
Here is a molecular structure, C23H37CeO2 from OMol25. Energies are from ωB97M-V/def2-TZVPD.

The multiplicity is 1. The calculation puts the gap between HOMO and LUMO (spin up / spin down) at 8.48 / 7.20 eV. As for the charge: +1. Its LUMO energy (spin up / spin down) is -2.71 / -4.12 eV. For the relative energy (zero: lowest compared OMol25 entry of this formula, charge and spin), the calculation gives 0.000 eV. The value obtained for the maximum force is 3.037 eV/A. The value obtained for the total energy is -41466.4913 eV. For the HOMO energy (spin up / spin down), the calculation gives -0.4110 / -0.4160 Ha.

Last column: Löwdin charge in e.
Element x y z (Å)
Ce (0.511, -0.640, 1.110)  1.21
O (0.504, -1.278, -1.013)  -0.37
O (-0.569, 2.931, -2.103)  -0.13
C (-2.002, 0.140, 0.368)  -0.15
C (0.357, -1.252, -3.423)  -0.13
C (-1.603, -0.424, 2.577)  -0.18
C (-1.916, -1.622, 1.851)  -0.15
C (-1.880, 3.516, -2.264)  -0.58
C (-1.284, 4.647, -3.169)  -0.06
C (2.725, -3.896, 3.679)  -0.07
C (0.068, 3.973, -2.878)  -0.15
C (1.067, 1.534, 2.333)  -0.18
C (2.356, 0.901, 2.270)  -0.16
C (2.774, 0.891, 0.889)  -0.14
C (-2.145, -1.276, 0.491)  -0.13
C (0.735, 1.975, 1.002)  -0.17
C (1.764, 1.537, 0.117)  -0.15
C (-2.835, 2.586, -2.985)  -0.02
C (1.334, -2.454, -1.498)  -0.07
C (1.484, -3.605, 2.849)  -0.49
C (1.175, -2.482, -3.017)  -0.12
C (-1.726, 0.669, 1.662)  -0.18
C (-2.465, 3.956, -0.943)  -0.02
C (0.193, -4.161, 3.434)  -0.07
C (-0.076, -0.510, -2.171)  -0.09
C (1.424, -2.119, 2.581)  -0.25
H (-1.369, 5.654, -2.753)  0.11
H (-2.442, 2.295, -3.967)  0.09
H (0.307, 0.513, -2.132)  0.11
H (-3.028, 1.688, -2.375)  0.08
H (2.172, -2.426, -3.462)  0.12
H (-3.776, 3.133, -3.136)  0.10
H (3.614, -3.493, 3.182)  0.08
H (-0.515, -1.548, -4.006)  0.12
H (0.349, -5.187, 3.780)  0.09
H (2.646, -3.411, 4.654)  0.09
H (-0.100, 2.606, 0.704)  0.11
H (1.001, -1.573, 3.453)  0.10
H (-2.049, -2.615, 2.283)  0.11
H (2.356, -2.230, -1.162)  0.13
H (-1.160, -0.516, -2.028)  0.11
H (0.668, -3.406, -3.326)  0.13
H (-2.447, -1.968, -0.295)  0.13
H (2.956, 0.555, 3.119)  0.13
H (1.821, 1.760, -0.940)  0.11
H (-1.325, -0.367, 3.634)  0.13
H (0.455, 1.638, 3.235)  0.13
H (0.948, -0.577, -4.042)  0.12
H (-3.423, 4.455, -1.136)  0.10
H (-2.106, 0.718, -0.544)  0.09
H (0.764, 4.550, -2.249)  0.12
H (-1.804, 4.663, -0.438)  0.09
H (-1.593, 4.564, -4.224)  0.12
H (-1.675, 1.721, 1.922)  0.12
H (-2.630, 3.092, -0.287)  0.07
H (-0.608, -4.177, 2.682)  0.07
H (0.954, -3.364, -1.010)  0.14
H (-0.138, -3.566, 4.290)  0.09
H (2.863, -4.971, 3.818)  0.09
H (3.745, 0.563, 0.518)  0.12
H (0.539, 3.525, -3.762)  0.12
H (2.435, -1.718, 2.361)  0.07
H (1.626, -4.118, 1.891)  0.13

2.
Here is a single C4H6N2O molecule from OMol25. Energies are from ωB97M-V/def2-TZVPD.

The multiplicity is 1. The calculation puts the gap between HOMO and LUMO at 8.16 eV. As for the charge: 0. Its LUMO energy is -0.35 eV. For the relative energy (zero: lowest compared OMol25 entry of this formula, charge and spin), the calculation gives 4.582 eV. The value obtained for the maximum force is 0.633 eV/A. The value obtained for the total energy is -9268.9200 eV. For the HOMO energy, the calculation gives -0.3129 Ha.

Last column: natural (NBO) charge in e.
Element x y z (Å)
O (0.810, -2.051, -0.991)  -0.29
N (-2.047, -0.740, 1.553)  -0.80
N (1.256, -0.992, -1.353)  0.13
C (1.122, 1.482, -1.316)  -0.64
C (-0.063, 0.022, 0.386)  0.02
C (0.685, 0.190, -0.681)  -0.03
C (-0.693, -0.428, 1.446)  -0.04
H (-2.471, -1.031, 0.682)  0.38
H (-0.137, -0.491, 2.381)  0.22
H (-2.243, -1.401, 2.292)  0.38
H (1.509, 1.282, -2.320)  0.23
H (1.924, 1.954, -0.738)  0.22
H (0.295, 2.193, -1.389)  0.23

3.
Here is a single C24H21N5O2S molecule from OMol25. Energies are from ωB97M-V/def2-TZVPD.

The multiplicity is 1. The calculation puts the gap between HOMO and LUMO at 8.99 eV. As for the charge: 0. Its LUMO energy is 0.33 eV. The value obtained for the maximum force is 1.733 eV/A. The value obtained for the total energy is -47609.7621 eV. For the HOMO energy, the calculation gives -0.3185 Ha.

Last column: natural (NBO) charge in e.
Element x y z (Å)
S (-1.065, 0.110, 4.082)  0.65
O (2.091, 2.299, 1.728)  -0.59
O (-1.308, 1.575, 0.327)  -0.64
N (-0.687, -1.025, 2.939)  -0.36
N (-1.959, -0.337, -0.698)  -0.63
N (0.074, -0.589, 2.038)  -0.23
N (-0.048, -2.195, -0.771)  -0.50
N (1.331, 1.124, -0.051)  -0.47
C (-3.071, -2.103, 1.259)  -0.25
C (1.358, 1.442, 1.272)  0.66
C (-5.251, -1.183, 0.901)  -0.24
C (1.443, -3.894, -0.026)  -0.27
C (-3.891, -1.193, 0.610)  0.05
C (0.445, 0.697, 2.178)  0.06
C (4.281, 2.705, -1.632)  -0.21
C (2.133, 1.896, -0.937)  0.22
C (3.704, 3.406, -2.682)  -0.01
C (-5.780, -2.063, 1.826)  -0.20
C (0.253, -3.471, -0.587)  0.06
C (-3.601, -2.981, 2.190)  -0.19
C (0.811, -1.262, -0.378)  0.27
C (0.409, 0.177, -0.637)  -0.18
C (2.361, -2.925, 0.351)  -0.15
C (2.323, 3.346, -2.839)  -0.21
C (3.508, 1.954, -0.766)  -0.20
C (-4.954, -2.965, 2.476)  -0.23
C (-0.100, 1.271, 3.307)  -0.41
C (1.541, 2.605, -1.975)  -0.23
C (-1.053, 0.535, -0.246)  0.69
C (-3.363, -0.199, -0.397)  -0.27
C (2.048, -1.591, 0.169)  -0.24
C (4.541, 4.203, -3.635)  -0.63
H (0.467, 2.597, -2.087)  0.22
H (-5.896, -0.476, 0.398)  0.21
H (3.311, -3.207, 0.782)  0.22
H (-1.602, -1.241, -1.009)  0.44
H (-5.366, -3.650, 3.203)  0.21
H (5.351, 2.747, -1.487)  0.21
H (4.691, 3.643, -4.559)  0.22
H (3.971, 1.427, 0.054)  0.22
H (1.648, -4.944, 0.108)  0.22
H (-2.946, -3.675, 2.695)  0.21
H (4.051, 5.140, -3.888)  0.22
H (-3.506, 0.816, -0.010)  0.24
H (-2.011, -2.126, 1.061)  0.23
H (2.744, -0.820, 0.458)  0.23
H (0.451, 0.318, -1.727)  0.26
H (1.854, 3.899, -3.640)  0.21
H (5.517, 4.419, -3.208)  0.22
H (-6.839, -2.043, 2.043)  0.21
H (-0.503, -4.174, -0.913)  0.20
H (0.022, 2.273, 3.659)  0.27
H (-3.932, -0.293, -1.330)  0.20

4.
Here is a molecular structure, C3H8N3S from OMol25. Energies are from ωB97M-V/def2-TZVPD.

The multiplicity is 1. The calculation puts the gap between HOMO and LUMO (spin up / spin down) at 8.95 / 8.95 eV. As for the charge: +1. Its LUMO energy (spin up / spin down) is -4.06 / -4.06 eV. For the relative energy (zero: lowest compared OMol25 entry of this formula, charge and spin), the calculation gives 3.878 eV. The value obtained for the maximum force is 3.667 eV/A. The value obtained for the total energy is -18535.6280 eV. For the HOMO energy (spin up / spin down), the calculation gives -0.4782 / -0.4783 Ha.

Last column: natural (NBO) charge in e.
Element x y z (Å)
S (-1.300, -0.777, 0.490)  0.46
N (0.925, 2.268, -0.328)  -0.60
N (1.523, -1.094, 0.124)  -0.56
N (0.297, 1.371, 0.452)  -0.22
C (-2.512, 0.255, -0.215)  -0.75
C (0.061, 0.155, 0.415)  0.19
C (1.411, -2.324, 0.209)  0.06
H (0.453, -2.767, -0.155)  0.21
H (0.977, 3.200, 0.208)  0.43
H (1.592, 1.960, -0.990)  0.39
H (2.220, -3.047, 0.544)  0.22
H (-3.080, 0.881, 0.399)  0.25
H (-3.076, -0.458, -0.812)  0.26
H (2.339, -0.556, 0.430)  0.41
H (-1.829, 0.932, -0.770)  0.25

5.
Here is a single C22H27N3O5S molecule from OMol25. Energies are from ωB97M-V/def2-TZVPD.

The multiplicity is 1. The calculation puts the gap between HOMO and LUMO at 8.41 eV. As for the charge: 0. Its LUMO energy is 0.39 eV. For the relative energy (zero: lowest compared OMol25 entry of this formula, charge and spin), the calculation gives 0.916 eV. The value obtained for the maximum force is 0.803 eV/A. The value obtained for the total energy is -48796.3547 eV. For the HOMO energy, the calculation gives -0.2950 Ha.

Last column: natural (NBO) charge in e.
Element x y z (Å)
S (-1.258, 0.942, -1.319)  0.41
O (3.951, 4.230, 4.110)  -0.48
O (3.036, 1.684, 5.027)  -0.50
O (1.157, -1.800, -0.445)  -0.67
O (2.338, 1.285, -1.534)  -0.60
O (-1.912, -2.582, -3.767)  -0.63
N (1.962, 0.447, 0.570)  -0.58
N (-1.537, -2.435, -1.523)  -0.64
N (0.787, -0.943, -2.497)  -0.40
C (-1.178, -2.440, -2.812)  0.67
C (-2.886, -2.670, -1.000)  0.13
C (1.902, 0.440, -0.777)  0.60
C (0.340, -2.231, -2.990)  -0.31
C (-3.239, -4.143, -1.286)  -0.41
C (3.606, 3.987, 5.455)  -0.10
C (-3.869, -1.714, -1.677)  -0.63
C (2.493, 1.405, 1.432)  0.14
C (-0.207, 2.625, -2.934)  -0.25
C (3.860, 2.522, 5.808)  -0.10
C (3.485, 3.270, 3.248)  0.19
C (-0.208, 1.297, -2.652)  -0.18
C (0.552, 0.211, -3.346)  -0.25
C (3.479, 3.543, 1.886)  -0.22
C (-1.051, 3.374, -2.081)  -0.24
C (-4.589, -4.605, -0.754)  -0.61
C (2.510, 1.115, 2.792)  -0.28
C (1.232, -0.859, -1.237)  0.60
C (2.995, 2.623, 0.979)  -0.24
C (-2.820, -2.379, 0.498)  -0.62
C (-1.678, 2.604, -1.160)  -0.41
C (3.014, 2.032, 3.701)  0.29
H (-3.917, -1.921, -2.741)  0.24
H (2.544, 4.218, 5.618)  0.18
H (3.861, 4.495, 1.557)  0.23
H (2.996, 2.842, -0.075)  0.25
H (0.582, -2.311, -4.052)  0.23
H (1.624, -0.414, 0.997)  0.43
H (-0.794, -2.376, -0.837)  0.43
H (-2.449, -1.369, 0.659)  0.22
H (4.917, 2.284, 5.624)  0.18
H (4.223, 4.653, 6.060)  0.20
H (-0.025, -0.141, -4.209)  0.23
H (2.142, 0.173, 3.166)  0.22
H (3.613, 2.315, 6.850)  0.20
H (-1.174, 4.440, -2.151)  0.23
H (-2.154, -3.081, 0.997)  0.21
H (-3.806, -2.456, 0.945)  0.22
H (1.502, 0.623, -3.702)  0.24
H (0.872, -3.007, -2.433)  0.24
H (0.386, 3.059, -3.717)  0.22
H (-5.401, -4.032, -1.192)  0.21
H (-4.740, -5.651, -1.012)  0.21
H (-2.453, -4.768, -0.853)  0.20
H (-2.365, 2.898, -0.392)  0.24
H (-4.859, -1.823, -1.245)  0.21
H (-3.215, -4.281, -2.368)  0.22
H (-4.639, -4.515, 0.328)  0.20
H (-3.540, -0.688, -1.536)  0.22

6.
Here is a single C4H6O2 molecule from OMol25. Energies are from ωB97M-V/def2-TZVPD.

The multiplicity is 1. The calculation puts the gap between HOMO and LUMO at 10.72 eV. As for the charge: 0. Its LUMO energy is 0.87 eV. For the relative energy (zero: lowest compared OMol25 entry of this formula, charge and spin), the calculation gives 2.008 eV. The value obtained for the maximum force is 0.567 eV/A. The value obtained for the total energy is -8338.4534 eV. For the HOMO energy, the calculation gives -0.3621 Ha.

Last column: natural (NBO) charge in e.
Element x y z (Å)
O (0.268, 0.795, 2.412)  -0.50
O (-0.144, -1.720, 0.399)  -0.69
C (0.587, 0.637, 0.034)  -0.38
C (-0.243, 0.306, -1.189)  -0.44
C (0.460, -0.790, -0.456)  0.12
C (-0.196, 0.721, 1.303)  0.45
H (-1.301, 0.644, 1.149)  0.08
H (0.134, 0.584, -2.172)  0.24
H (1.522, 1.191, -0.014)  0.24
H (-1.323, 0.417, -1.091)  0.22
H (1.305, -1.265, -0.942)  0.20
H (-1.070, -1.521, 0.567)  0.47